Entry 1:
The following is a DFT calculation (the ωB97M-V functional and the def2-TZVPD basis) of a cluster of 3 separate species, C3H14N2O2 in total in a non-equilibrium geometry.

Properties
Lowest unoccupied orbital energy (eV): 0.78
Electronic energy (Ha): -382.660944
Gap between HOMO and LUMO (eV): 9.85
Largest force on an atom (eV/A): 2.64

```
21
C3H14N2O2, DFT the ωB97M-V functional and the def2-TZVPD basis
N 0.00 -0.37 -2.20
C 0.83 0.68 -1.51
C 1.04 0.43 -0.04
N -0.23 0.29 0.65
C -0.17 0.06 2.10
H 0.14 -0.16 -3.18
H -0.96 -0.25 -1.92
H 1.75 0.90 -2.06
H 0.16 1.57 -1.58
H 1.73 -0.42 0.14
H 1.53 1.31 0.36
H -0.77 -0.47 0.25
H 0.19 -0.97 2.26
H 0.61 0.66 2.57
H -1.16 0.21 2.49
H -2.69 2.16 -0.05
H -1.48 1.45 0.52
O -2.19 2.12 0.78
H 1.11 -2.74 -0.73
H 1.56 -3.42 0.65
O 0.89 -2.91 0.20
```


Entry 2:
The following is a DFT calculation (the ωB97M-V functional and the def2-TZVPD basis) of a cluster of 4 separate species, C3H14N2O2 in total in a non-equilibrium geometry.

Properties
Lowest unoccupied orbital energy (eV): -0.11
Electronic energy (Ha): -382.545566
Gap between HOMO and LUMO (eV): 8.53
Largest force on an atom (eV/A): 5.10

```
21
C3H14N2O2, DFT the ωB97M-V functional and the def2-TZVPD basis
N -0.44 -0.99 -0.31
C -0.72 0.01 0.60
C -1.96 1.14 0.37
C -1.56 -0.05 1.68
N 2.09 -2.53 1.21
H 0.41 -0.58 -1.02
H 1.13 -2.33 0.92
H 0.19 0.56 0.77
H -2.05 2.01 1.02
H -1.47 1.53 -0.54
H -2.92 0.74 0.07
H -2.27 -0.86 1.74
H -1.35 0.53 2.55
H 2.39 -1.68 1.69
H 2.67 -2.63 0.39
H 1.47 -0.55 -2.46
H -1.25 -1.42 -0.72
O 1.48 -0.02 -1.64
H 0.96 1.38 -1.47
H 1.00 2.97 -1.66
O 0.43 2.26 -1.35
```


Question: Which of these has the lowest gap between HOMO and LUMO?
Answer: number 2